1.
20
Properties=species:S:1:pos:R:3:forces:R:3 method="wB97M-V/def2-TZVPD" de_lowest_kcal_mol=12.8 max_force_ev_per_a=5.17 homo_energy_ev="-6.51 / -8.69" lumo_ha="0.02694 / -0.03964" e_tot_ha=-891.57301 spin_multiplicity=3 orbital_gap_ha="0.26604 / 0.27958"
C -0.50830 1.20951 -0.28302 2.2 -1.3 -1.8
C -1.69909 -0.98789 -0.00621 -3.1 1.4 -1.2
C 3.07319 0.63664 0.05504 -0.9 -0.5 0.7
C -1.48464 0.46445 0.46035 -0.6 -0.1 1.5
N 1.92725 -1.62173 -0.59183 -1.0 -2.3 2.1
N -2.56301 1.37462 0.15476 -3.3 -3.8 -1.0
O -2.97166 -1.44186 0.03060 -2.1 1.3 2.1
O -0.96650 -1.66597 -0.62609 2.5 -1.0 -0.5
O 1.35594 -0.63059 1.68802 -0.4 -0.2 1.1
S 1.40235 -0.24164 0.29017 3.5 -1.0 -0.7
H -0.35899 0.89697 -1.34908 0.1 1.0 0.9
H 3.48872 0.56483 -0.93344 0.0 -0.6 -0.5
H 2.66952 1.62483 0.07475 0.4 1.2 0.7
H 3.83886 0.35951 0.83348 -1.2 0.3 -0.7
H -1.49445 0.28971 1.59503 0.8 0.9 -1.2
H 1.83530 -1.30552 -1.51536 -0.1 0.1 -2.0
H 1.22965 -2.43894 -0.44091 1.3 2.1 -0.4
H -3.65565 -0.85979 0.54114 2.1 -1.0 -1.3
H -2.53406 1.71998 -0.77496 0.1 0.3 -0.6
H -2.58444 2.05288 0.79755 -0.3 3.3 2.6

2.
18
Properties=species:S:1:pos:R:3:forces:R:3 method="wB97M-V/def2-TZVPD" total_charge=+2 de_lowest_kcal_mol=47.6 max_force_ev_per_a=5.56 homo_energy_ev=-20.39 lumo_ha=-0.33032 smiles="C=[NH+]CCC[NH3+]" e_tot_ha=-268.40489 orbital_gap_ha=0.41900
C -0.99652 1.11943 -0.42982 -0.4 -2.2 0.2
C -0.32587 0.19555 0.66515 -0.7 0.4 1.0
C 1.18502 0.05446 0.17168 -1.0 0.3 3.4
C 2.60363 -2.06055 -0.30848 -2.6 3.8 -0.3
N 1.67259 -1.31495 0.39178 3.9 -2.7 -2.9
N -2.48570 1.11201 -0.15737 -2.1 3.1 -2.0
H -0.87359 0.66397 -1.43375 0.0 0.3 0.6
H -0.64863 2.15229 -0.47873 -0.1 -0.1 0.3
H -0.86363 -0.83272 0.67300 0.9 1.6 -0.2
H -0.51727 0.67302 1.78078 1.0 -1.2 -2.8
H 1.77657 0.82160 0.73932 -0.1 -1.0 -0.7
H 1.16866 0.23444 -0.83308 0.5 0.6 -2.7
H 2.84394 -1.47611 -1.28329 0.4 -1.3 1.8
H 3.06670 -3.09986 -0.12104 -1.4 1.7 0.2
H 1.11958 -1.76763 1.04905 -0.5 -1.4 2.2
H -3.02029 0.24140 -0.09105 0.8 -0.4 0.5
H -2.65945 1.71245 0.69493 -0.3 -0.8 -1.0
H -3.04574 1.57119 -1.02907 1.6 -0.7 2.5

3.
73
Properties=species:S:1:pos:R:3:forces:R:3 method="wB97M-V/def2-TZVPD" max_force_ev_per_a=2.46 homo_energy_ev="-6.65 / -6.76" lumo_ha="-0.06105 / 0.01314" e_tot_ha=-2119.49138 spin_multiplicity=7 orbital_gap_ha="0.18317 / 0.26150"
O 1.56210 -2.09125 -3.84031 0.7 -1.4 -1.9
C 2.46352 -3.22869 -3.68086 0.1 -0.4 0.1
C 2.57987 -3.47008 -5.17131 0.3 0.4 0.2
H 1.97647 -4.09639 -3.23288 0.1 0.4 0.4
H 3.39162 -2.97216 -3.15227 -0.3 0.0 0.0
C 1.52659 -2.35846 -5.28538 0.0 -0.3 -0.4
H 2.26811 -4.47976 -5.43206 0.1 0.2 -0.4
H 3.55222 -3.20426 -5.58135 -0.1 -0.1 -0.2
C 0.19029 -2.88827 -5.76624 0.1 0.0 -0.2
H -0.15344 -3.74069 -5.17191 0.1 0.2 0.0
H 0.30738 -3.22792 -6.80655 -0.1 0.1 0.2
H -0.55995 -2.10283 -5.75627 -0.2 0.0 0.1
C 1.96035 -1.12767 -6.03503 -0.1 -0.2 -0.2
H 2.85577 -0.71542 -5.58298 0.2 0.1 0.0
H 1.16060 -0.39520 -5.98115 0.0 0.3 -0.1
H 2.17330 -1.37698 -7.08064 -0.1 0.1 0.1
Eu -0.51068 1.30755 0.27122 -1.5 0.4 1.9
C 0.36721 3.81059 0.79060 0.7 -0.6 -0.1
C 1.00552 3.04438 1.81449 0.1 -0.2 -0.8
C 1.92745 2.15027 1.19262 -0.4 0.6 -0.3
H 0.87126 3.15932 2.88933 -0.2 -0.3 -0.4
C 1.93532 2.42673 -0.21833 -0.5 0.1 0.5
C 0.95733 3.44242 -0.46516 0.1 -0.2 0.3
H 0.72443 3.88762 -1.43714 0.1 -0.2 0.4
H -0.41611 4.54311 0.96075 0.2 0.0 -0.2
H 2.53361 1.42228 1.72714 0.0 0.2 -0.2
H 2.63493 1.99709 -0.94079 -0.5 0.2 0.2
C -3.15992 2.24456 0.01103 0.4 0.0 -0.2
C -2.45347 2.56735 -1.19115 -0.1 -0.3 0.2
C -2.20073 1.35455 -1.90005 0.1 -0.4 0.6
H -2.16690 3.57403 -1.49907 -0.2 -0.4 0.0
C -2.72766 0.26962 -1.10440 0.5 0.8 0.3
C -3.27983 0.83119 0.09260 0.1 0.0 -0.7
H -3.76453 0.28034 0.90434 0.2 0.3 -0.4
H -3.60902 2.96415 0.70927 0.5 -0.4 -0.3
H -1.71200 1.25906 -2.88002 -0.3 0.1 0.5
H -2.73884 -0.78462 -1.38226 0.1 0.3 0.1
O 1.05815 -2.98480 -1.47664 0.6 1.6 1.6
C 1.09145 -1.53319 -1.53494 -0.2 0.2 0.4
C 2.53331 -1.10897 -1.18249 -0.1 -0.4 -0.9
H 0.41615 -1.12475 -0.75905 -0.2 -0.2 0.4
H 0.73329 -1.17633 -2.49152 0.0 -0.1 0.4
C 2.95867 -2.23461 -0.23694 0.4 -0.2 0.2
H 2.63377 -0.07660 -0.80268 -0.2 -0.7 0.0
H 3.17016 -1.20515 -2.07503 -0.4 0.5 0.1
C 1.73974 -3.19239 -0.19565 -0.4 0.5 -0.1
H 3.28879 -1.80534 0.71646 -0.3 -0.5 0.1
H 3.81757 -2.74839 -0.68385 -0.1 0.0 0.3
H 1.01549 -2.84797 0.56422 0.3 -0.3 0.1
H 1.97045 -4.25483 -0.01739 -0.1 0.5 -0.4
C 0.95111 -1.55428 5.01555 0.0 -0.2 -0.2
C 0.68623 -1.83929 3.66527 0.1 0.4 0.2
C -0.14757 -1.00461 2.91727 0.2 0.5 0.6
C -0.70047 0.16651 3.51303 -0.3 -0.1 -0.4
C -0.48423 0.38602 4.89595 0.2 -0.2 0.0
C 0.34716 -0.45509 5.63523 -0.4 0.1 -0.7
N -1.39484 1.06130 2.70945 0.5 -0.3 -1.4
C -2.40565 1.83834 3.28342 -0.2 0.4 0.7
C -3.45275 1.24438 4.03934 0.3 0.4 -0.3
C -4.42266 2.02722 4.66732 0.3 0.4 -0.3
C -4.36637 3.43007 4.55524 0.0 -0.2 0.2
C -3.32682 4.03388 3.83551 -0.5 0.0 -0.1
C -2.38455 3.25230 3.17847 0.1 -0.6 0.1
H 1.61394 -2.19731 5.59241 -0.2 0.1 -0.2
H 1.14827 -2.70894 3.19417 -0.2 0.2 0.2
H -0.42885 -1.24122 1.88282 0.1 -0.1 0.3
H -0.97360 1.23877 5.36903 0.2 -0.2 -0.1
H 0.51748 -0.24237 6.68797 0.0 -0.1 -0.2
H -3.47531 0.15621 4.10866 0.0 0.2 0.1
H -5.22145 1.54076 5.23732 0.3 0.3 -0.2
H -5.12776 4.04270 5.04732 0.3 -0.2 -0.2
H -3.26566 5.12990 3.76223 -0.1 -0.6 0.1
H -1.58484 3.71253 2.59467 -0.2 -0.1 0.3

4.
24
Properties=species:S:1:pos:R:3:forces:R:3 method="wB97M-V/def2-TZVPD" de_lowest_kcal_mol=0.0 max_force_ev_per_a=2.77 homo_energy_ev="-5.40 / -8.48" lumo_ha="0.02248 / -0.05951" e_tot_ha=-1375.19825 spin_multiplicity=3 orbital_gap_ha="0.22111 / 0.25226"
C -0.34812 2.53234 -1.29456 1.9 -0.9 -0.7
C -0.66410 2.14343 1.21609 0.8 -1.4 -1.7
C 0.67862 -2.13273 1.41116 -0.4 0.2 2.7
C -0.55145 -2.49865 -0.62403 1.9 0.8 -0.1
C -0.57449 1.49354 -0.22373 -0.6 -1.4 0.7
C -0.11273 -1.42506 0.35546 -0.7 1.0 -0.3
P 0.76826 0.10566 -0.33128 -2.1 0.1 0.8
S 2.74905 0.77421 0.73999 1.4 0.6 0.8
S 1.08976 -0.09158 -2.35197 0.1 -0.5 -0.8
H 0.56769 3.00742 -0.90676 -0.3 0.6 -0.5
H -0.04954 2.15396 -2.32451 -0.7 0.3 1.3
H -1.15768 3.21275 -1.39659 -0.6 0.7 0.1
H 0.06380 2.87692 1.51152 0.8 0.0 -0.2
H -0.67370 1.28883 1.87805 -0.3 0.2 0.7
H -1.58954 2.63949 1.14123 -1.4 0.6 0.6
H 1.75952 -2.41448 1.32302 -1.0 0.6 -0.4
H 0.48103 -1.57146 2.38688 0.9 -0.8 -1.0
H 0.07603 -3.03967 1.48615 0.6 -0.4 0.6
H 0.40454 -2.98997 -1.00393 -1.7 0.0 0.4
H -1.06595 -1.99787 -1.37778 -0.7 0.5 -2.0
H -1.31184 -3.04156 -0.09910 0.2 -1.2 0.1
H -1.58768 0.97229 -0.22521 1.2 0.4 -0.7
H -1.06575 -1.05168 0.83918 1.0 -0.1 -0.4
H 2.11429 -0.94612 -2.12927 -0.1 0.2 -0.1